1.
Formula: C3HO3
Source: the Open Molecules 2025 dataset
Level of theory: the ωB97M-V functional and the def2-TZVPD basis

Properties
E_LUMO, eV: 4.020
HOMO energy, eV: -4.32
Total charge: -1
Spin multiplicity: 1

```
7
Properties=species:S:1:pos:R:3:nbo_charge:R:1
O 2.17 -0.87 1.08 -0.5566
O -1.84 0.76 -0.93 -0.7169
O -1.57 -0.84 0.63 -0.7653
C 1.30 -0.39 0.47 0.6844
C -1.26 -0.02 -0.24 0.8554
C 0.45 0.21 -0.27 -0.7431
H 0.75 1.15 -0.73 0.2423
```

---

2.
Formula: C3HO3
Source: the Open Molecules 2025 dataset
Level of theory: the ωB97M-V functional and the def2-TZVPD basis

Properties
E_LUMO, eV: 4.225
HOMO energy, eV: -3.02
Total charge: -1
Spin multiplicity: 1

```
7
Properties=species:S:1:pos:R:3:nbo_charge:R:1
O -3.28 -2.13 0.45 -0.6133
O -2.02 -0.20 0.93 -0.5738
O 0.61 -0.48 -1.68 -0.6896
C -0.02 -0.35 -0.65 0.2123
C -2.47 -1.28 0.39 0.8234
C -1.40 -0.46 -0.53 -0.2358
H 0.30 0.12 0.23 0.0768
```

---

The structure with the greatest stability is 1.

---

1.
Formula: C3H9N2O2
Source: the Open Molecules 2025 dataset
Level of theory: the ωB97M-V functional and the def2-TZVPD basis

Properties
E_LUMO, eV: 4.479
HOMO energy, eV: -4.58
Total charge: -1
Spin multiplicity: 1

```
16
Properties=species:S:1:pos:R:3:nbo_charge:R:1
O 1.33 -1.58 -0.63 -0.7988
O 1.22 -0.89 1.57 -0.8130
N -1.20 0.54 1.51 -0.8846
N -0.03 0.65 -1.91 -0.8803
C 1.57 -1.68 0.61 0.6337
C -0.04 1.12 -0.53 -0.2409
C -1.14 0.34 0.06 -0.2127
H 0.87 0.85 0.05 0.2080
H -1.01 -0.73 -0.15 0.1801
H -0.26 2.19 -0.49 0.1612
H 2.28 -2.50 0.87 0.0175
H -2.08 0.66 -0.43 0.1603
H 0.66 1.18 -2.47 0.3329
H 0.25 -0.36 -1.90 0.4032
H -0.39 0.09 1.96 0.4064
H -2.03 0.11 1.88 0.3271
```

---

2.
Formula: C3H9N2O2
Source: the Open Molecules 2025 dataset
Level of theory: the ωB97M-V functional and the def2-TZVPD basis

Properties
E_LUMO, eV: 4.425
HOMO energy, eV: -4.44
Total charge: -1
Spin multiplicity: 1

```
16
Properties=species:S:1:pos:R:3:nbo_charge:R:1
O -0.41 -1.99 -0.60 -0.7979
O 0.37 -0.37 -1.94 -0.7972
N -0.16 -0.68 1.96 -0.8884
N 0.07 2.44 -0.09 -0.8673
C -0.56 1.28 0.57 -0.2328
C 0.47 0.50 1.38 -0.2178
C 0.19 -1.55 -1.59 0.6398
H 1.27 0.23 0.68 0.1704
H -0.97 0.59 -0.16 0.2149
H -0.35 -1.30 1.16 0.4153
H 0.43 -1.13 2.63 0.3333
H 0.49 2.10 -0.94 0.3761
H -1.38 1.60 1.21 0.1594
H 0.90 1.15 2.15 0.1594
H -0.62 3.15 -0.30 0.3396
H 0.64 -2.31 -2.30 -0.0068
```

---

The structure with the greatest stability is 2.

---

1.
Formula: C2Cl2FNS
Source: the Open Molecules 2025 dataset
Level of theory: the ωB97M-V functional and the def2-TZVPD basis

Properties
E_LUMO, eV: -1.208
HOMO energy, eV: -10.32
Spin multiplicity: 1

```
7
Properties=species:S:1:pos:R:3:nbo_charge:R:1
Cl -2.35 0.57 -0.76 0.0779
Cl -0.40 -1.61 -0.12 0.0893
S 0.65 1.39 0.07 0.2510
F -1.27 -0.01 1.45 -0.3287
N 2.56 -0.59 -0.51 -0.2764
C -0.98 0.00 0.15 0.1956
C 1.79 0.25 -0.28 -0.0087
```

---

2.
Formula: C2Cl2FNS
Source: the Open Molecules 2025 dataset
Level of theory: the ωB97M-V functional and the def2-TZVPD basis

Properties
E_LUMO (alpha / beta), eV: -3.220 / -1.120
HOMO energy (alpha / beta), eV: -9.08 / -10.19
Spin multiplicity: 1

```
7
Properties=species:S:1:pos:R:3:nbo_charge:R:1
Cl 2.35 1.11 -0.94 0.0820
Cl -0.08 1.40 0.63 0.1930
S -0.87 -0.72 2.31 0.1234
F 0.05 0.55 -1.77 -0.2973
N -1.06 -2.11 -0.20 -0.3002
C 0.67 1.29 -0.82 0.2008
C -1.07 -1.50 0.79 -0.0017
```

---

The structure with the greatest stability is 1.

---

1.
Formula: C2H3BrS
Source: the Open Molecules 2025 dataset
Level of theory: the ωB97M-V functional and the def2-TZVPD basis

Properties
E_LUMO, eV: -0.081
HOMO energy, eV: -8.70
Spin multiplicity: 1

```
7
Properties=species:S:1:pos:R:3:nbo_charge:R:1
Br 1.91 1.71 0.27 -0.1932
S -1.16 0.94 -1.96 0.1350
C -0.69 -0.84 0.21 -0.6210
C -0.89 -0.12 -0.83 -0.0200
H 2.10 0.64 1.19 0.1972
H -1.57 -1.34 0.57 0.2569
H 0.29 -1.00 0.56 0.2452
```

---

2.
Formula: C2H3BrS
Source: the Open Molecules 2025 dataset
Level of theory: the ωB97M-V functional and the def2-TZVPD basis

Properties
E_LUMO (alpha / beta), eV: -0.873 / -0.873
HOMO energy (alpha / beta), eV: -7.88 / -7.88
Spin multiplicity: 1

```
7
Properties=species:S:1:pos:R:3:nbo_charge:R:1
Br -1.88 -0.52 1.25 0.0151
S 1.83 -0.67 -1.57 0.2389
C -0.19 0.21 0.86 -0.5843
C 0.37 -0.12 -1.45 -0.2909
H -0.65 0.18 -1.73 0.2460
H -0.11 1.20 1.26 0.1889
H 0.64 -0.27 1.38 0.1863
```

---

The structure with the greatest stability is 1.